(1)
123
Properties=species:S:1:pos:R:3:forces:R:3 method="wB97M-V/def2-TZVPD" multiplicity=1 e_homo_ev=-7.1
Al 0.1585 0.8440 0.9586 0.166 -0.384 0.501
C 4.9187 -1.9714 1.3075 -0.038 -0.184 -0.183
C 4.9004 -1.1639 2.5117 -0.313 0.218 0.089
C 3.8448 -0.3881 2.8210 0.383 -0.091 0.415
C 2.7245 -0.2864 1.9320 -0.479 0.129 -0.320
C 2.7394 -1.0063 0.6027 0.082 0.136 -0.031
C 3.8940 -1.9521 0.4556 0.096 -0.060 0.021
N 1.7341 0.5310 2.1235 0.003 -0.019 -0.119
N 1.7348 1.2859 3.2638 0.147 0.114 0.483
C 0.7882 2.2028 3.2456 0.069 -0.146 -0.338
C 0.5981 3.0392 4.3857 -0.120 0.248 0.164
C -0.3670 3.9937 4.3742 0.139 -0.196 -0.027
C -1.1865 4.1519 3.2278 -0.121 0.020 -0.157
C -0.9807 3.3248 2.1694 -0.170 0.154 0.020
N -0.0212 2.3663 2.1410 0.179 -0.198 0.085
H 5.7783 -2.6004 1.1192 -0.054 -0.058 -0.011
H 5.7451 -1.2175 3.1852 0.023 0.040 -0.011
H 3.8088 0.1937 3.7296 0.016 0.006 -0.028
H 1.7949 -1.5471 0.4552 0.001 -0.024 -0.001
H 3.8995 -2.5968 -0.4143 0.011 0.045 -0.040
H 1.2379 2.8710 5.2401 0.024 -0.003 -0.025
H -0.5267 4.6278 5.2366 0.052 -0.012 0.022
H -1.9627 4.9021 3.1945 -0.005 -0.022 -0.040
H -1.5968 3.3904 1.2807 -0.011 -0.001 0.018
I 0.5518 -5.6748 -2.5969 -0.117 0.267 0.003
C -0.2645 -3.7480 -2.6913 0.188 -0.260 -0.170
C -1.5128 -3.5229 -3.2456 0.001 0.063 -0.076
C -2.0076 -2.2269 -3.2507 0.076 -0.013 -0.030
C -1.2377 -1.2187 -2.6952 0.020 -0.007 -0.083
N -0.0353 -1.4404 -2.1697 0.185 0.146 -0.043
C 0.4474 -2.6780 -2.1723 0.098 0.041 -0.269
H -2.0926 -4.3350 -3.6632 0.021 -0.026 0.016
H -2.9779 -2.0065 -3.6744 -0.004 0.015 0.003
H -1.5892 -0.1934 -2.6671 -0.009 -0.031 -0.025
H 1.4382 -2.8178 -1.7529 -0.021 -0.029 0.028
C -4.1458 -0.9125 0.3471 -0.027 0.007 -0.002
C -3.8002 -0.6100 1.8134 0.274 -0.072 0.020
C -3.7696 0.9173 2.0129 0.045 -0.017 -0.073
C -4.8987 -1.1906 2.7066 0.010 -0.034 -0.020
P -2.0297 -1.2811 2.0907 -0.073 -0.361 0.128
N -0.9818 -0.4677 1.2753 0.048 0.400 -0.219
C -1.6845 -1.2730 3.9708 -0.057 0.004 -0.322
C -0.1726 -1.4594 4.1791 0.014 0.013 -0.022
C -2.4496 -2.3338 4.7648 0.022 0.019 0.001
C -2.0536 0.1162 4.5078 0.050 0.011 -0.062
C -1.9731 -3.0867 1.4839 -0.033 0.269 0.071
C -3.1867 -3.9464 1.8393 0.016 0.004 0.055
C -0.7017 -3.7309 2.0565 0.004 0.026 -0.063
C -1.7853 -3.0608 -0.0369 -0.143 0.007 0.270
H -5.0017 -0.3080 0.0334 0.006 0.043 0.053
H -4.4283 -1.9557 0.2076 0.030 0.053 -0.015
H -3.3020 -0.6933 -0.3090 -0.068 -0.001 -0.051
H -4.4825 1.4015 1.3400 -0.026 -0.041 -0.026
H -2.7792 1.3207 1.8077 -0.019 0.102 -0.034
H -4.0486 1.2011 3.0248 0.049 0.000 0.003
H -5.8575 -0.7624 2.3992 0.000 0.017 -0.003
H -4.7472 -0.9296 3.7526 -0.068 0.012 -0.028
H -4.9823 -2.2729 2.6228 -0.025 0.063 0.058
H 0.1160 -2.5071 4.2230 -0.009 0.021 -0.018
H 0.1318 -0.9938 5.1186 -0.052 -0.006 0.027
H 0.3854 -0.9747 3.3819 0.067 -0.036 0.058
H -2.1745 -3.3434 4.4667 -0.004 0.003 0.062
H -3.5286 -2.2252 4.6693 0.043 -0.076 0.062
H -2.1975 -2.2296 5.8237 0.008 0.031 0.005
H -1.6391 0.9051 3.8780 -0.036 0.070 0.043
H -1.6316 0.2390 5.5076 0.014 -0.046 0.006
H -3.1302 0.2549 4.5932 0.021 0.013 -0.034
H -3.4003 -3.9408 2.9074 -0.050 -0.063 -0.060
H -2.9866 -4.9809 1.5473 0.027 -0.003 -0.017
H -4.0818 -3.6273 1.3064 0.023 -0.064 0.011
H -0.8075 -4.0178 3.1008 0.037 0.036 -0.011
H 0.1510 -3.0572 1.9528 0.038 -0.050 0.038
H -0.4768 -4.6393 1.4921 -0.051 -0.019 -0.024
H -2.6745 -2.7312 -0.5713 0.098 -0.092 0.090
H -1.5433 -4.0696 -0.3829 -0.038 0.001 0.135
H -0.9652 -2.3904 -0.2870 -0.214 -0.144 0.166
O 9.2859 -0.4369 -4.0115 -0.112 -0.068 -0.131
S 8.1542 0.0423 -3.2556 -0.030 0.201 -0.192
O 7.9462 -0.6150 -1.9778 -0.072 -0.042 -0.026
O 7.9840 1.4899 -3.2310 0.090 -0.124 0.064
C 6.6313 -0.3760 -4.2024 0.173 0.126 0.397
N 6.6024 -0.6261 -5.5076 0.155 -0.124 -0.056
C 5.3990 -0.8005 -6.0379 0.001 -0.004 0.078
C 4.2180 -0.6706 -5.3171 -0.208 -0.024 0.029
C 4.3518 -0.3524 -3.9717 0.586 -0.059 -0.105
N 5.5607 -0.2449 -3.4321 -0.446 0.057 -0.060
C 3.2408 -0.0402 -3.0184 0.074 -0.052 0.268
C 2.0651 0.6190 -3.5898 -0.040 -0.003 0.062
C 1.2911 1.5200 -2.9907 -0.135 -0.049 -0.095
N 1.4535 0.6776 -0.6658 -0.478 -0.108 -0.090
C 2.8099 0.1368 -0.4724 0.141 -0.146 0.055
C 3.5359 -0.2289 -1.7228 -0.193 0.010 -0.078
H 5.3756 -1.0473 -7.0947 -0.040 0.014 -0.002
H 3.2570 -0.8291 -5.7896 0.041 0.045 -0.042
H 1.8589 0.4007 -4.6316 0.000 0.064 0.014
H 0.4935 1.9818 -3.5533 -0.018 0.029 -0.011
H 3.4191 0.9140 0.0042 -0.026 0.029 -0.054
H 4.5419 -0.5864 -1.5330 0.044 -0.089 -0.051
C -4.4681 3.3943 -4.4092 -0.029 -0.013 0.029
C -5.0894 2.9599 -3.2468 -0.033 0.005 -0.047
C -4.3311 2.4702 -2.1973 0.049 -0.066 0.070
C -2.9370 2.4281 -2.2760 -0.099 -0.009 -0.213
C -2.3263 2.9023 -3.4348 0.076 0.054 0.071
C -3.0835 3.3682 -4.4967 0.010 0.016 -0.023
C -2.2075 1.8761 -1.1210 0.010 -0.273 0.462
C -0.9240 1.9983 -0.8386 0.068 0.854 -0.883
C 0.2050 2.7083 -1.0829 -0.344 -0.811 0.217
C 0.2993 4.0936 -0.7343 0.159 0.601 0.111
C 1.4897 4.7277 -0.7194 -0.435 -0.248 -0.031
C 2.7052 4.0278 -1.0638 0.276 -0.159 -0.053
C 2.7006 2.7450 -1.4337 0.079 0.096 0.196
C 1.4351 1.9289 -1.5338 0.030 -0.066 0.008
H -5.0600 3.7514 -5.2415 0.008 0.013 0.006
H -6.1677 2.9922 -3.1609 0.004 0.000 -0.007
H -4.8213 2.1300 -1.2920 0.012 -0.057 -0.014
H -1.2481 2.9214 -3.5035 0.029 -0.071 -0.017
H -2.5919 3.7046 -5.4004 0.009 0.033 0.025
H -2.8246 1.2861 -0.4573 -0.047 0.071 0.175
H -0.6178 4.6076 -0.4803 0.023 0.017 0.010
H 1.5420 5.7790 -0.4697 -0.018 0.008 0.013
H 3.6407 4.5714 -1.0468 -0.007 -0.006 -0.059
H 3.6238 2.2813 -1.7558 -0.032 -0.041 -0.019
H 0.9186 -0.0660 -1.1864 0.224 0.386 -0.100


(2)
122
Properties=species:S:1:pos:R:3:forces:R:3 method="wB97M-V/def2-TZVPD" charge=-2 s2=0.80 multiplicity=2 e_homo_ev="-0.7 / -1.9"
Hg 0.6532 -1.0989 -0.1491 0.216 0.146 0.136
O 2.6703 -5.0378 -0.1044 -0.982 1.365 -0.419
C 2.0073 -3.9815 -0.3025 0.091 -0.704 1.402
O 1.5199 -3.2196 0.6408 0.551 -0.743 -1.035
C 1.6954 -3.5429 -1.6903 0.280 -0.264 1.037
C 1.7609 -4.4151 -2.7567 -0.809 -1.670 -1.727
C 0.9938 -4.1110 -3.8883 0.570 0.240 0.625
C 0.0587 -2.9122 -3.8347 -0.374 -1.360 0.624
C -0.7403 -2.4142 -5.0868 0.745 -0.161 0.155
C -0.3156 -1.0424 -5.5021 -0.116 1.147 -0.462
C 0.5113 -0.2404 -4.7804 -1.034 -2.058 0.105
C 1.0593 -0.6264 -3.5420 -0.174 -1.709 0.749
C 0.8419 -1.9249 -3.0692 -0.209 2.981 -1.994
N 1.3310 -2.2845 -1.9018 0.603 0.231 1.930
H 2.2808 -5.3959 -2.5941 -0.505 1.121 -0.379
H 1.0062 -4.7175 -4.7769 0.008 -0.277 -0.257
H -0.5943 -3.0976 -5.9472 -0.200 0.096 0.367
H -0.6638 -0.5898 -6.4349 -0.148 -0.490 0.046
H 0.7751 0.6823 -5.1680 0.413 1.815 -0.778
H 1.7622 -0.0239 -3.0005 0.101 0.451 0.220
C -4.2788 2.6568 -2.7322 -0.539 -0.463 -0.107
C -3.4415 2.4400 -1.5092 0.749 0.009 1.212
C -3.7697 3.5015 -0.4225 0.815 -1.720 0.102
O -3.6427 1.1478 -0.9631 -0.152 0.614 -0.592
C -2.4210 0.6974 -0.3647 0.048 0.605 0.668
C -1.3119 1.4872 -1.1560 -0.345 -1.772 0.720
O -2.0332 2.4832 -1.8704 -0.800 0.099 0.194
C -0.0929 2.0147 -0.3124 -0.635 -0.154 -0.039
O 0.4726 1.0206 0.4584 0.158 -0.254 -0.597
C 0.9048 2.6407 -1.2837 0.515 0.829 -0.563
C 2.1533 2.9785 -0.7999 0.585 0.493 0.816
C 3.0918 3.6921 -1.5490 -0.040 -0.314 0.220
C 2.8062 4.1014 -2.8231 -0.048 0.296 -0.232
C 1.5388 3.8243 -3.3061 1.082 0.788 -1.476
C 0.6484 3.1036 -2.5909 -1.735 -1.040 0.646
C -0.6006 3.0740 0.6705 0.255 -0.160 -0.454
C -0.6968 4.4238 0.3171 -0.756 -1.038 2.096
C -1.3131 5.2953 1.2349 0.602 1.352 -1.063
C -1.7189 4.8585 2.4792 -0.110 -0.414 0.210
C -1.5920 3.5094 2.7868 -0.149 0.456 -0.202
C -1.0375 2.6108 1.9170 -0.335 -0.302 -0.279
C -2.4409 -0.8555 -0.2590 -0.869 -0.848 -1.318
O -1.5015 -1.3325 0.6005 0.638 0.399 -0.080
C -3.8119 -1.2296 0.3507 -0.599 -0.155 -1.711
C -4.9151 -1.7450 -0.3537 -0.376 0.167 1.102
C -6.0537 -2.1998 0.3186 1.274 0.631 -0.120
C -6.1066 -2.0885 1.6954 0.367 0.017 0.695
C -5.0867 -1.4696 2.4099 0.530 -0.255 -2.177
C -3.9357 -1.0652 1.6816 -1.278 -0.111 2.693
C -2.3811 -1.5392 -1.6690 0.583 0.248 0.818
C -3.1314 -1.0313 -2.8195 0.419 1.415 0.810
C -2.9897 -1.5020 -4.0355 0.915 -1.107 -0.186
C -2.1107 -2.6846 -4.3511 0.305 0.820 0.205
C -1.3604 -3.2657 -3.1093 0.720 -0.241 -0.897
C -1.6018 -2.6088 -1.8025 -0.412 -0.428 -0.032
H -5.3372 2.6951 -2.4615 0.078 0.265 0.166
H -4.2162 1.8091 -3.4069 0.444 0.055 -0.303
H -3.9791 3.5893 -3.2005 -0.022 0.016 -0.207
H -4.8299 3.5498 -0.2621 -0.586 -0.164 0.164
H -3.4208 4.4634 -0.6849 0.479 1.059 -0.431
H -3.2482 3.1789 0.4923 -0.364 0.306 -0.172
H -2.4627 0.9732 0.6943 0.321 0.312 -0.069
H -0.8675 0.7327 -1.8313 -0.053 0.437 -0.373
H 2.3838 2.8220 0.2529 -0.047 -0.441 -0.191
H 4.0486 3.9583 -1.1463 0.345 -0.067 0.445
H 3.5295 4.6683 -3.4037 -0.114 -0.072 0.033
H 1.2668 4.1933 -4.2967 -0.036 -0.184 0.176
H -0.3130 2.9506 -3.0701 0.034 -0.205 0.306
H -0.2812 4.6951 -0.6176 0.009 0.659 -0.770
H -1.4421 6.3542 0.9133 0.117 -0.763 0.497
H -2.1472 5.4566 3.2788 -0.049 0.470 -0.527
H -2.0383 3.1698 3.6853 -0.121 -0.378 0.977
H -1.0348 1.5428 2.1858 0.278 0.637 -0.443
H -4.9492 -1.7473 -1.4101 0.272 -0.220 -0.930
H -6.8542 -2.6061 -0.2535 -0.563 -0.357 -0.245
H -6.8723 -2.5493 2.2851 -0.756 -0.060 -0.002
H -5.2212 -1.4009 3.4620 0.403 0.247 0.749
H -3.0969 -0.6526 2.1919 0.526 0.215 0.487
H -3.6723 -0.1058 -2.6503 -0.301 -0.462 -0.109
H -3.5394 -1.0716 -4.8253 -0.529 0.511 -0.982
H -2.7378 -3.3493 -4.9207 -0.097 -0.784 -0.178
H -1.3471 -4.3598 -3.0516 -0.421 0.130 0.158
H -1.1591 -3.0348 -0.9108 0.192 -0.006 -0.046
O -0.3917 -3.0284 2.5730 0.272 -0.400 0.177
H 0.2694 -3.5045 2.0286 -0.009 0.358 0.203
H -0.8261 -2.4715 1.9119 -0.484 0.192 -0.164
O 7.5500 -1.1315 1.3490 1.059 -0.119 0.365
S 6.1646 -0.7326 1.0137 -1.101 -0.420 -1.467
C 5.0850 -1.9530 1.8253 0.724 0.680 0.918
C 4.6958 -3.0678 0.9020 -0.409 -0.964 -0.377
C 5.5177 -3.0328 -0.3835 1.513 1.369 1.669
C 5.7850 -1.5321 -0.6083 -0.770 0.064 -0.335
H 4.2676 -1.4465 2.3580 0.012 -0.233 -0.462
H 5.8091 -2.2628 2.5531 0.349 -0.359 0.738
H 3.6755 -2.8331 0.6509 -0.371 -0.513 0.020
H 4.7786 -4.0917 1.3568 -0.465 1.106 -0.238
H 5.0399 -3.4617 -1.2118 -0.963 -0.591 -1.092
H 6.4476 -3.5731 -0.2326 0.352 -0.007 -0.021
H 4.8178 -1.1171 -0.9404 0.251 0.225 0.155
H 6.5292 -1.2752 -1.3685 0.077 0.002 0.330
C 3.7469 2.9312 3.6956 0.691 -0.621 -1.083
C 3.0849 1.5334 3.8056 0.479 0.302 0.684
C 1.6270 1.6093 3.4160 -0.203 -0.252 0.112
S 0.9644 -0.0675 2.9901 1.562 -0.032 0.260
O 2.1616 -0.5756 2.1907 -1.174 -0.176 -0.099
C 1.2104 -0.9713 4.5736 1.380 0.584 -0.725
C 0.4453 -0.3879 5.7358 0.115 0.758 0.541
C -1.0093 -0.8546 5.7226 0.533 -0.067 -0.466
H 4.7710 3.0016 4.1137 -0.401 -0.396 -0.334
H 3.1879 3.6707 4.2215 -0.700 0.577 0.467
H 3.7800 3.2579 2.6266 0.057 -0.260 0.752
H 3.1910 1.1775 4.8651 -0.119 0.152 -0.823
H 3.5137 0.7849 3.1331 0.436 0.259 0.210
H 1.4814 2.0864 2.4380 0.095 0.089 0.278
H 1.0800 2.1459 4.1916 -0.478 -0.102 -0.210
H 2.3358 -0.9990 4.6532 -1.141 0.081 0.194
H 0.8661 -1.9651 4.2881 -0.028 -0.103 0.110
H 0.4592 0.7379 5.7579 0.063 -0.881 -0.325
H 0.9343 -0.6272 6.7026 -0.235 -0.307 -0.469
H -1.5539 -0.4069 4.8891 0.028 -0.018 -0.027
H -1.4316 -0.4934 6.6374 -0.770 -0.179 0.595
H -1.0738 -1.9475 5.5883 -0.073 0.429 0.334